[1]
Computed, not measured: C28H38N9O3PS2TeTl as an isolated structure, with ωB97M-V/def2-TZVPD.

Each line ends with the Mulliken charge.
Cartesian coordinates (Å):
1 Tl -1.225 -1.371 -0.999  0.70
2 O -2.103 -5.286 1.413  -0.82
3 C -1.943 -4.118 1.007  -0.18
4 N -2.030 -3.688 -0.246  -0.25
5 C -2.352 -4.773 -1.143  -0.70
6 C -2.649 -4.346 -2.555  0.56
7 C -3.488 -5.128 -3.354  -0.91
8 C -3.706 -4.769 -4.669  -0.35
9 C -3.089 -3.628 -5.167  -0.79
10 C -2.284 -2.906 -4.306  -0.27
11 N -2.063 -3.253 -3.039  0.39
12 C -1.610 -3.063 2.051  0.44
13 C -1.761 -3.384 3.395  -0.44
14 C -1.465 -2.424 4.350  -0.50
15 C -1.012 -1.181 3.939  -0.57
16 C -0.870 -0.952 2.580  0.24
17 N -1.165 -1.867 1.657  0.06
18 H -3.197 -5.364 -0.769  0.36
19 H -1.522 -5.501 -1.195  0.16
20 H -3.960 -6.005 -2.931  0.44
21 H -4.355 -5.363 -5.300  0.39
22 H -3.236 -3.305 -6.189  0.41
23 H -1.788 -1.998 -4.638  0.29
24 H -2.103 -4.378 3.646  0.50
25 H -1.585 -2.645 5.404  0.39
26 H -0.753 -0.389 4.630  0.45
27 H -0.496 -0.003 2.213  -0.22
28 N 1.957 -2.365 1.886  -0.23
29 C 2.325 -1.137 1.448  0.24
30 N 3.119 -0.424 2.241  -0.69
31 C 3.444 0.769 1.752  0.26
32 N 4.183 1.580 2.534  -0.32
33 N 3.126 1.229 0.532  -0.51
34 C 2.334 0.423 -0.160  0.00
35 N 1.877 -0.758 0.236  0.22
36 C 1.920 0.928 -1.509  0.49
37 C 2.144 2.261 -1.843  -0.58
38 C 1.724 2.716 -3.077  -0.51
39 C 1.100 1.828 -3.942  -0.77
40 C 0.930 0.521 -3.521  -0.24
41 N 1.329 0.072 -2.335  0.17
42 H 2.078 -2.536 2.870  0.34
43 H 1.145 -2.769 1.449  -0.05
44 H 4.293 1.325 3.497  0.25
45 H 4.316 2.529 2.241  0.23
46 H 2.621 2.906 -1.122  0.44
47 H 1.868 3.753 -3.356  0.43
48 H 0.746 2.139 -4.916  0.40
49 H 0.444 -0.207 -4.166  0.26
50 C 2.972 -2.771 -2.607  -0.92
51 Te 1.342 -3.706 -1.614  0.35
52 C 0.847 -4.894 -3.316  -1.10
53 H 2.610 -2.262 -3.494  0.26
54 H 3.724 -3.518 -2.855  0.42
55 H 3.390 -2.039 -1.920  0.15
56 H 1.754 -5.349 -3.708  0.44
57 H 0.371 -4.274 -4.073  0.28
58 H 0.155 -5.676 -3.006  0.28
59 C -2.633 5.659 2.593  -1.44
60 C -2.444 4.278 1.998  0.87
61 C -3.732 3.486 1.890  -1.42
62 O -1.553 3.546 2.857  -0.43
63 P -0.145 3.010 2.289  0.79
64 S 0.779 2.019 3.707  -0.65
65 S -0.367 2.099 0.548  -0.36
66 O 0.557 4.460 2.040  -0.36
67 C 1.854 4.459 1.432  2.56
68 C 1.803 5.408 0.248  -1.74
69 C 2.874 4.865 2.479  -1.85
70 H -3.309 6.251 1.971  0.38
71 H -1.673 6.170 2.662  0.31
72 H -3.059 5.581 3.595  0.30
73 H -1.992 4.356 1.005  0.29
74 H -4.170 3.345 2.880  0.31
75 H -3.523 2.507 1.457  0.25
76 H -4.452 4.006 1.254  0.41
77 H 2.081 3.449 1.073  -1.25
78 H 1.557 6.415 0.594  0.42
79 H 1.034 5.078 -0.450  0.29
80 H 2.767 5.443 -0.266  0.43
81 H 2.648 5.868 2.849  0.36
82 H 3.880 4.875 2.050  0.40
83 H 2.840 4.162 3.312  0.33

Highest occupied orbital energy (eV): -4.617
E_tot (Eh): -3386.82989
Energy above the lowest of the compared OMol25 structures with the same formula, charge and spin (kcal per mole): 5.40
Net charge: -1
LUMO (eV): 2.116

[2]
Computed, not measured: C28H39BCl4F8N2O5 as an isolated structure at a distorted geometry, with ωB97M-V/def2-TZVPD.

Each line ends with the Mulliken charge.
Cartesian coordinates (Å):
1 C 4.002 -4.395 2.670  -1.20
2 C 3.995 -2.908 3.048  -0.25
3 O 3.586 -2.171 1.887  -0.20
4 C 3.529 -0.770 2.132  -1.33
5 C 2.058 -0.301 2.029  -0.93
6 C 1.653 0.437 0.739  1.57
7 C 1.954 1.946 0.753  0.28
8 C 2.615 2.505 1.802  -0.46
9 C 2.879 3.853 1.759  -0.88
10 C 2.483 4.561 0.662  -0.57
11 C 1.845 3.887 -0.333  -0.74
12 N 1.558 2.605 -0.326  -0.04
13 C 0.093 0.362 0.656  -1.55
14 C -0.604 0.593 2.026  -0.66
15 C -1.969 1.252 1.804  -0.47
16 O -2.509 1.558 3.086  -0.37
17 C -3.841 1.985 3.050  -1.10
18 C -4.856 0.839 3.280  1.10
19 F -5.149 0.848 4.616  -0.36
20 F -4.307 -0.352 3.023  -0.23
21 C -6.219 1.059 2.552  0.56
22 F -7.207 0.615 3.364  -0.32
23 F -6.440 2.379 2.379  -0.33
24 C -6.386 0.365 1.171  0.69
25 F -7.252 1.133 0.449  -0.34
26 F -5.246 0.326 0.472  -0.26
27 C -7.029 -1.045 1.222  0.07
28 F -6.594 -1.778 2.273  -0.25
29 F -6.669 -1.699 0.101  -0.24
30 N -0.337 -0.969 0.153  1.26
31 C -0.001 -1.194 -1.282  -1.94
32 C -1.244 -1.195 -2.154  0.47
33 Cl -1.622 0.388 -2.930  -0.20
34 C -1.237 -2.377 -3.162  0.76
35 C -1.946 -2.072 -4.472  -1.49
36 Cl -2.010 -3.841 -2.424  -0.18
37 C 1.152 -0.278 -1.720  -0.46
38 B 1.730 -0.790 -3.111  1.17
39 O 2.524 -1.888 -3.206  -0.78
40 O 1.383 -0.130 -4.286  -0.31
41 C 1.903 1.192 -4.397  0.41
42 C 0.841 2.091 -5.058  -1.28
43 C 2.209 -0.238 -0.575  0.17
44 C 3.569 0.332 -1.013  -1.38
45 C 4.601 -0.733 -1.377  0.38
46 O 4.913 -1.667 -0.688  -0.42
47 Cl 5.408 -0.562 -3.005  -0.22
48 H 3.430 -4.584 1.765  0.30
49 H 5.026 -4.760 2.609  0.33
50 H 3.517 -4.943 3.484  0.33
51 H 3.247 -2.726 3.829  0.31
52 H 4.997 -2.572 3.327  0.32
53 H 4.233 -0.197 1.525  0.16
54 H 3.837 -0.619 3.174  0.63
55 H 1.465 -1.217 2.100  0.37
56 H 1.830 0.257 2.934  0.68
57 H 2.968 1.973 2.672  0.44
58 H 3.389 4.364 2.565  0.48
59 H 2.703 5.615 0.591  0.44
60 H 1.538 4.457 -1.207  0.43
61 H -0.321 1.116 -0.015  0.45
62 H -0.809 -0.385 2.470  0.21
63 H -0.011 1.240 2.667  0.35
64 H -2.662 0.601 1.258  0.38
65 H -1.817 2.188 1.246  0.36
66 H -4.069 2.544 2.135  0.40
67 H -3.976 2.688 3.873  0.43
68 H -8.121 -1.005 1.238  0.24
69 H 0.073 -1.726 0.701  0.60
70 H -1.385 -1.057 0.330  0.33
71 H 0.415 -2.206 -1.347  0.26
72 H -2.157 -1.384 -1.377  -0.28
73 H -0.217 -2.703 -3.383  0.00
74 H -2.990 -1.804 -4.324  0.38
75 H -1.372 -1.348 -5.050  0.25
76 H -1.945 -2.999 -5.054  0.46
77 H 0.835 0.757 -1.857  -0.06
78 H 2.872 -1.889 -4.113  0.33
79 H 2.800 1.225 -5.022  0.49
80 H 2.136 1.656 -3.432  -0.29
81 H 1.304 2.898 -5.631  0.41
82 H 0.178 1.496 -5.685  0.22
83 H 0.242 2.571 -4.281  0.26
84 H 2.380 -1.292 -0.305  0.80
85 H 4.061 0.923 -0.236  0.74
86 H 3.503 1.007 -1.868  0.53
87 Cl -2.934 -1.916 0.057  -0.64

Highest occupied orbital energy (eV): -8.099
E_tot (Eh): -4240.65802
LUMO (eV): 0.125

[3]
Computed, not measured: a 3-piece molecular cluster, C28H39F5NO3 overall at a distorted geometry, with ωB97M-V/def2-TZVPD.

Each line ends with the Mulliken charge.
Cartesian coordinates (Å):
1 C 2.817 -2.490 1.489  -0.78
2 C 3.854 -2.154 0.417  -0.76
3 C 4.438 -0.721 0.523  0.20
4 C 4.051 0.195 -0.660  -0.94
5 C 3.917 1.660 -0.195  -0.82
6 C 2.508 2.094 0.281  -0.85
7 C 1.521 0.965 0.553  2.10
8 C 0.186 1.541 1.056  -1.94
9 N -0.616 2.006 -0.092  -0.07
10 C -1.871 1.283 -0.300  1.30
11 C -2.432 1.688 -1.708  -1.37
12 O -1.307 2.116 -2.553  -0.43
13 C -1.629 2.485 -3.796  0.94
14 F -0.995 3.643 -4.105  -0.30
15 F -2.927 2.657 -4.038  -0.27
16 F -1.152 1.583 -4.697  -0.31
17 C -2.958 1.615 0.753  0.05
18 O -2.616 1.641 1.966  -0.73
19 O -4.121 1.799 0.314  -0.72
20 C -1.681 -0.246 -0.311  -0.18
21 C -3.041 -0.971 -0.346  -1.98
22 C -0.839 -0.767 -1.508  -0.82
23 C -0.102 -2.065 -1.121  -1.08
24 H 2.985 -1.945 2.414  0.17
25 H 2.873 -3.551 1.735  0.41
26 H 1.799 -2.281 1.171  -0.01
27 H 3.479 -2.350 -0.585  0.42
28 H 4.689 -2.843 0.555  0.39
29 H 5.521 -0.766 0.588  0.56
30 H 4.041 -0.265 1.424  -0.44
31 H 4.892 0.177 -1.357  0.47
32 H 3.192 -0.166 -1.215  0.36
33 H 4.630 1.799 0.617  0.15
34 H 4.288 2.291 -1.002  0.47
35 H 2.077 2.703 -0.514  0.35
36 H 2.603 2.761 1.137  0.36
37 H 1.933 0.188 1.198  -0.45
38 H 1.312 0.508 -0.410  -0.54
39 H -0.351 0.886 1.732  0.38
40 H 0.428 2.432 1.638  0.69
41 H -0.830 2.978 0.075  0.39
42 H -3.123 2.505 -1.546  0.65
43 H -2.870 0.841 -2.219  0.27
44 H -1.204 -0.619 0.592  0.66
45 H -3.452 -1.089 0.652  0.40
46 H -3.787 -0.404 -0.896  0.38
47 H -2.914 -1.936 -0.835  0.49
48 H -0.165 -0.021 -1.916  0.61
49 H -1.541 -1.049 -2.293  0.69
50 H -0.507 -2.506 -0.214  0.34
51 H 0.963 -1.906 -0.947  -0.24
52 H -0.199 -2.786 -1.930  0.47
53 F 4.451 1.256 3.224  -0.20
54 C 4.052 0.950 4.472  0.35
55 C 4.783 1.418 5.545  -0.59
56 C 4.365 1.103 6.830  -0.39
57 C 3.232 0.324 7.023  -0.50
58 C 2.513 -0.139 5.929  -0.70
59 C 2.920 0.178 4.642  0.02
60 H 5.666 2.018 5.372  0.42
61 H 4.923 1.468 7.682  0.36
62 H 2.910 0.078 8.026  0.37
63 H 1.631 -0.747 6.077  0.38
64 H 2.367 -0.163 3.777  0.43
65 F -4.151 -3.866 -3.902  -0.36
66 C -4.977 -2.802 -3.960  0.39
67 C -5.930 -2.637 -2.975  -0.38
68 C -6.774 -1.539 -3.031  -0.32
69 C -6.662 -0.629 -4.073  -0.52
70 C -5.701 -0.815 -5.057  -0.35
71 C -4.847 -1.906 -5.001  -0.41
72 H -6.003 -3.360 -2.173  0.41
73 H -7.517 -1.392 -2.260  0.37
74 H -7.322 0.227 -4.115  0.38
75 H -5.614 -0.106 -5.870  0.38
76 H -4.084 -2.063 -5.753  0.42

Highest occupied orbital energy (eV): -4.510
E_tot (Eh): -1870.19559
Net charge: -1
LUMO (eV): 2.515